Record 1
Entry from the OMol25 dataset: C22H50N3OP3Tl as an isolated structure (ωB97M-V/def2-TZVPD).

Total energy   -62672.0060 eV
Charge   +3
Energy relative to the best compared isomer or geometry (same formula, charge and spin)   2.434 eV

Last column: Mulliken charge in e.
Cartesian coordinates (Å):
Tl  0.9313  -0.3292  1.1890  0.8334
P  -1.3880  -0.1042  -2.4406  0.9343
P  1.4378  -2.9767  -0.5944  0.6186
P  1.2897  1.1648  -1.7045  0.5348
H  -0.8311  3.2978  3.2287  0.2620
C  -0.5525  3.8957  2.3463  -0.5627
C  -1.4861  4.2540  1.4478  -0.5836
H  -2.5493  4.1631  1.7111  0.3289
C  -3.1153  -0.7378  -2.3617  -0.8363
C  -0.9676  -0.8995  -4.0450  -1.2634
C  -1.8382  1.5651  -3.1006  -1.2065
C  2.7342  -3.4116  0.6522  -1.2944
C  0.6206  -4.6233  -0.6081  -1.2740
C  2.5023  -3.1976  -2.0653  -1.3100
C  0.9171  2.9608  -1.5001  -1.1562
C  1.9404  1.1008  -3.4284  -1.3706
C  2.9535  1.3004  -0.9402  -1.6572
H  0.5026  4.1601  2.2222  0.3225
H  -1.2634  4.7652  0.4960  0.3166
H  -3.7192  -0.0969  -1.7071  -0.0745
H  -3.1091  -1.7516  -1.9435  0.4310
H  -3.5582  -0.7559  -3.3676  0.5731
H  -0.8914  -1.9803  -3.8754  0.4071
H  -0.0167  -0.5308  -4.4418  0.3400
H  -1.7778  -0.7004  -4.7562  0.4738
H  -2.3839  2.1135  -2.3177  0.2992
H  -2.4904  1.4447  -3.9779  0.5062
H  -0.9545  2.1495  -3.3862  0.3071
H  3.1750  -4.3663  0.3243  0.4353
H  2.2663  -3.5354  1.6391  0.4643
H  3.5451  -2.6729  0.7363  0.2590
H  1.3586  -5.4375  -0.6896  0.4336
H  -0.0768  -4.6900  -1.4520  0.3930
H  0.0339  -4.7662  0.3089  0.3729
H  2.9606  -4.1960  -2.0499  0.4383
H  3.2898  -2.4363  -2.0434  0.3518
H  1.9190  -3.0676  -2.9838  0.3578
H  1.8648  3.5166  -1.5095  0.4503
H  0.4220  3.1111  -0.5303  0.0294
H  0.2697  3.3392  -2.2964  0.5307
H  2.8402  1.7257  -3.4855  0.4766
H  1.2100  1.4466  -4.1661  0.4456
H  2.2231  0.0643  -3.6550  0.3738
H  3.5591  2.0339  -1.4937  0.6394
H  3.4535  0.3258  -0.9845  0.5550
H  2.8677  1.6235  0.1054  0.3855
C  4.9353  0.4412  2.0063  1.0712
C  5.7518  -0.3528  2.8398  -0.6298
C  6.6907  0.3169  3.6327  -0.5396
C  6.8843  1.7006  3.4964  -0.5118
C  6.2013  2.4196  2.5078  -0.5672
C  5.2622  1.7612  1.6958  -0.3585
O  3.6540  0.0117  1.6540  -0.1590
H  3.5711  -0.9362  1.8963  0.1356
H  5.6238  -1.4427  2.8725  0.3882
H  7.2791  -0.2526  4.3592  0.3899
H  7.5851  2.2116  4.1599  0.4062
H  6.3772  3.4856  2.3488  0.3971
H  4.7558  2.2596  0.8700  0.1854
C  -4.8309  1.8807  0.7415  -1.0075
N  -4.9712  0.4689  1.0559  0.0990
C  -6.1079  -0.1327  0.3679  -1.0591
C  -3.8192  -0.3248  1.2078  0.2044
N  -2.5973  -0.0542  0.8370  -0.1976
N  -4.0430  -1.5269  1.8252  0.1070
C  -5.1561  -1.7163  2.7356  -1.1620
C  -2.8742  -2.3364  2.0650  -0.8454
H  -4.5473  2.0442  -0.3124  0.3218
H  -5.8050  2.3565  0.9061  0.3526
H  -4.0898  2.3505  1.3997  0.3905
H  -6.3086  -1.1261  0.7631  0.3938
H  -6.9911  0.4902  0.5599  0.4155
H  -5.9582  -0.2085  -0.7237  0.2860
H  -2.5145  0.8819  0.4346  0.0975
H  -5.7494  -2.5928  2.4406  0.3919
H  -4.7933  -1.8848  3.7612  0.4038
H  -5.7949  -0.8305  2.7188  0.4223
H  -2.3768  -2.5411  1.1143  0.2348
H  -2.1559  -1.8180  2.7151  0.2324
H  -3.2058  -3.2617  2.5417  0.4191

***

Record 2
Entry from the OMol25 dataset: C22H50NPSi4Sr as an isolated structure (ωB97M-V/def2-TZVPD).

Total energy   -66746.3189 eV

Last column: Mulliken charge in e.
Cartesian coordinates (Å):
C  2.1117  4.0429  -1.2084  -0.9482
C  0.8020  3.9911  -0.7483  -0.2850
C  0.2289  2.7594  -0.3412  -0.8082
C  0.9885  1.6144  -0.5077  -0.0953
C  2.2969  1.6502  -0.9726  1.4560
C  2.8738  2.8881  -1.2983  -0.6127
C  -1.1826  2.7539  0.2019  1.1303
C  -2.1924  2.9979  -0.9473  -1.7387
N  -2.2302  1.9557  -1.9341  0.4584
Sr  0.8125  -0.1499  1.4339  0.4993
C  3.1474  0.3760  -1.0757  -0.9354
P  2.3238  -1.0494  -1.7828  0.5388
H  0.1995  4.9019  -0.6276  0.3946
H  3.9188  2.8880  -1.6581  0.3105
H  2.5543  5.0081  -1.4974  0.3542
H  3.5345  0.0549  -0.0755  0.3222
H  4.0407  0.5496  -1.7007  0.3413
H  -1.4481  1.8055  0.6986  -1.1892
H  -1.3060  3.5785  0.9228  0.3805
H  -3.2060  3.0739  -0.5230  0.5214
C  3.3234  -2.5082  -2.0000  -1.1435
C  1.4999  -0.6042  -3.2962  -1.0169
H  -1.9740  3.9538  -1.4658  0.5212
C  -1.5298  2.0688  -3.1759  -0.8622
C  -3.1723  0.8814  -1.7980  -0.7825
H  1.1582  -1.9229  -0.5090  -0.0720
H  -2.1737  2.4964  -3.9676  0.3037
H  -0.6403  2.7121  -3.0512  0.2735
H  -1.1999  1.0724  -3.5037  0.1401
H  -4.1066  1.0739  -2.3644  0.3218
H  -2.7409  -0.0491  -2.1901  0.2896
H  -3.4311  0.7229  -0.7380  0.0548
H  2.2125  -0.6248  -4.1459  0.3746
H  0.7088  -1.3476  -3.5149  0.3493
H  1.0471  0.4099  -3.2446  0.1107
H  4.0434  -2.3558  -2.8201  0.3610
H  3.8468  -2.7307  -1.0419  0.3171
H  2.6323  -3.3524  -2.2349  0.3277
H  0.6844  -1.4479  -0.8385  0.0091
C  -0.4212  2.4248  4.8538  -1.0838
Si  -2.0605  1.5370  4.5830  0.3073
C  -2.7661  0.9095  6.2071  -0.9503
C  -3.2874  2.6860  3.7400  -0.7902
Si  -1.6744  -0.2188  3.1659  0.6331
Si  0.0411  -1.4967  4.0889  0.2856
C  -0.3500  -2.0121  5.8405  -1.1318
C  0.2757  -2.9929  2.9718  -0.8488
C  1.7151  -0.5756  4.1038  -1.8211
Si  -3.5280  -1.5410  2.8973  0.4337
C  -3.7564  -2.6196  4.4187  -1.0377
C  -5.0335  -0.4456  2.6473  -1.0452
C  -3.2480  -2.5991  1.3653  -1.0126
H  -0.6278  3.2841  5.5114  0.3892
H  0.0050  2.8024  3.9127  0.2298
H  0.3293  1.7917  5.3435  0.2389
H  -2.9662  1.8002  6.8231  0.3857
H  -3.7071  0.3622  6.0603  0.2113
H  -2.0707  0.2555  6.7472  0.2134
H  -2.8409  3.1779  2.8650  0.0866
H  -4.1964  2.1710  3.4057  0.2113
H  -3.5686  3.4582  4.4721  0.3859
H  -1.2971  -2.5666  5.9089  0.2162
H  0.4628  -2.6715  6.1898  0.4084
H  -0.4053  -1.1496  6.5221  0.2477
H  0.7665  -2.8247  1.9945  0.2634
H  0.9246  -3.6729  3.5438  0.3374
H  -0.6879  -3.4864  2.7909  0.1478
H  2.4412  -0.9086  3.3381  0.7014
H  1.6530  0.5268  4.1084  0.6156
H  2.1677  -0.8517  5.0671  0.2748
H  -3.9158  -2.0225  5.3264  0.2617
H  -4.6536  -3.2289  4.2331  0.4066
H  -2.9052  -3.2909  4.5904  0.2128
H  -4.9493  0.1619  1.7353  0.2044
H  -5.9051  -1.1095  2.5463  0.3909
H  -5.2084  0.2312  3.4929  0.2270
H  -3.3678  -1.9995  0.4524  0.1822
H  -2.2538  -3.0587  1.3208  0.2690
H  -4.0063  -3.3972  1.3693  0.3708

***

| no. | F_max (eV/A) |
| --- | --- |
| 1 | 3.154 |
| 2 | 3.042 |